[1]
ORCA calculation (the ωB97M-V functional and the def2-TZVPD basis) on 10 unconnected molecules or ions with the total composition C31H35F9NO30.

HOMO energy = -0.135 Eh
Total charge = -1
DFT total energy = -120087.725 eV
Max |F| = 5.2 eV/Å
Spin multiplicity = 1

Geometry as XYZ:
```
106
C31H35F9NO30 (the ωB97M-V functional and the def2-TZVPD basis)
C 5.14 -3.63 -3.43
O 5.27 -3.14 -2.07
C 4.83 -1.75 -2.01
C 5.96 -0.78 -2.60
N 5.47 0.25 -3.56
C 4.71 -0.32 -4.68
O 5.36 -0.67 -5.73
O 3.33 -0.49 -4.69
H 4.07 -3.95 -3.68
H 5.55 -2.90 -4.21
H 5.77 -4.59 -3.48
H 4.71 -1.53 -0.89
H 3.79 -1.61 -2.47
H 6.80 -1.44 -3.01
H 6.43 -0.24 -1.69
H 4.99 1.03 -3.10
C 0.74 -3.79 -5.90
C 0.66 -5.07 -6.68
O 2.02 -5.42 -6.87
C 2.67 -4.89 -5.79
O 3.77 -5.19 -5.45
O 1.91 -3.98 -5.13
F 0.09 -4.86 -7.90
H 0.86 -2.91 -6.54
H -0.13 -3.64 -5.26
H 0.14 -5.88 -6.16
C 3.78 0.42 2.84
C 5.08 1.16 2.90
O 5.54 1.10 1.56
C 4.41 1.03 0.79
O 4.39 1.24 -0.38
O 3.31 0.71 1.53
F 5.97 0.51 3.69
H 3.90 -0.66 2.95
H 3.07 0.76 3.60
H 4.99 2.20 3.21
C -0.74 -0.59 -6.31
C -1.90 0.34 -6.46
O -3.02 -0.52 -6.34
C -2.61 -1.54 -5.54
O -3.35 -2.31 -5.00
O -1.25 -1.57 -5.42
F -1.92 0.90 -7.70
H -0.45 -1.07 -7.25
H 0.14 -0.09 -5.89
H -1.96 1.12 -5.70
C 0.96 1.34 -0.69
C -0.20 1.92 0.05
O -1.12 2.24 -0.97
C -0.87 1.34 -1.97
O -1.62 1.13 -2.89
O 0.32 0.72 -1.80
F 0.15 3.06 0.69
H 1.65 2.10 -1.05
H 1.51 0.61 -0.10
H -0.67 1.23 0.76
C 0.00 5.58 4.36
C -1.11 4.59 4.16
O -0.47 3.51 3.51
C 0.82 3.54 3.94
O 1.58 2.63 3.81
O 1.13 4.73 4.53
F -2.06 5.10 3.33
H 0.16 6.22 3.49
H -0.16 6.21 5.23
H -1.57 4.24 5.09
C -4.31 -4.43 -2.72
C -4.26 -4.05 -1.28
O -5.60 -4.21 -0.85
C -6.12 -5.19 -1.65
O -7.13 -5.78 -1.41
O -5.34 -5.42 -2.74
F -3.91 -2.75 -1.13
H -4.60 -3.60 -3.37
H -3.37 -4.84 -3.08
H -3.60 -4.68 -0.67
C -0.53 -3.43 1.27
C -0.73 -2.16 0.50
O 0.56 -1.58 0.50
C 1.43 -2.62 0.56
O 2.60 -2.54 0.31
O 0.81 -3.78 0.94
F -1.58 -1.33 1.15
H -0.61 -3.28 2.35
H -1.22 -4.22 0.97
H -1.07 -2.31 -0.53
C -2.65 5.93 9.21
C -1.62 5.27 8.34
O -2.09 5.53 7.03
C -2.77 6.71 7.12
O -3.08 7.38 6.19
O -3.05 7.03 8.42
F -1.61 3.93 8.53
H -3.51 5.28 9.41
H -2.23 6.26 10.16
H -0.61 5.67 8.46
C -5.40 1.75 3.83
C -4.02 1.66 4.41
O -4.09 2.52 5.53
C -5.39 2.48 5.94
O -5.77 2.86 7.01
O -6.20 1.95 4.99
F -3.10 2.15 3.55
H -5.52 2.60 3.15
H -5.69 0.84 3.30
H -3.73 0.66 4.73
```

***

[2]
ORCA calculation (the ωB97M-V functional and the def2-TZVPD basis) on 9 unconnected molecules or ions with the total composition C33H63Br3N11O.

HOMO energy = -0.494 Eh
Total charge = +3
DFT total energy = -263788.907 eV
Max |F| = 3.7 eV/Å
Spin multiplicity = 1

Geometry as XYZ:
```
111
C33H63Br3N11O (the ωB97M-V functional and the def2-TZVPD basis)
C -3.65 0.38 1.41
C -2.56 -0.49 0.85
O -2.75 -1.55 0.32
N -1.23 -0.13 1.37
H -1.02 0.96 1.33
H -1.30 -0.43 2.40
C 0.02 -0.77 0.82
H -4.67 -0.03 1.25
H -3.50 1.36 0.99
H -3.30 0.49 2.39
H 0.82 -0.64 1.54
H 0.32 -0.35 -0.18
H -0.16 -1.86 0.81
C -2.43 -1.90 -4.86
C -2.74 -1.98 -3.35
N -3.16 -0.69 -2.80
C -4.37 -0.35 -2.28
C -4.27 0.92 -1.83
N -3.04 1.37 -2.31
C -2.37 0.39 -2.83
C -2.56 2.73 -2.04
H -3.30 -1.47 -5.42
H -2.22 -2.91 -5.31
H -1.50 -1.35 -5.08
H -1.85 -2.26 -2.78
H -3.57 -2.69 -3.12
H -5.13 -1.11 -2.05
H -5.00 1.55 -1.36
H -1.38 0.52 -3.18
H -1.80 3.03 -2.73
H -2.21 2.84 -0.99
H -3.30 3.46 -2.21
C 1.84 9.41 -1.31
C 0.94 8.48 -2.12
N 1.16 7.01 -2.06
C 1.11 6.26 -0.90
C 1.39 4.96 -1.29
N 1.69 4.93 -2.62
C 1.55 6.22 -3.07
C 2.00 3.75 -3.40
H 1.60 10.43 -1.63
H 2.80 9.12 -1.62
H 1.71 9.24 -0.25
H 0.92 8.61 -3.22
H -0.15 8.55 -2.00
H 0.72 6.67 0.01
H 1.53 4.05 -0.70
H 1.64 6.58 -4.05
H 1.08 3.21 -3.60
H 2.60 3.12 -2.74
H 2.42 3.85 -4.41
C 1.46 1.16 7.49
C 1.80 1.51 6.02
N 0.53 1.89 5.33
C 0.31 3.08 4.80
C -1.01 3.26 4.56
N -1.61 2.07 4.93
C -0.63 1.28 5.37
C -3.06 1.89 4.82
H 1.19 2.08 8.01
H 2.31 0.72 8.01
H 0.64 0.41 7.48
H 2.26 0.61 5.55
H 2.47 2.33 5.99
H 1.05 3.78 4.53
H -1.55 4.11 4.06
H -0.91 0.32 5.72
H -3.51 2.52 4.05
H -3.61 2.11 5.75
H -3.34 0.86 4.63
C 1.15 -0.91 -7.62
C 2.08 -1.08 -6.38
N 2.70 -2.39 -6.40
C 2.27 -3.63 -5.98
C 3.09 -4.56 -6.46
N 4.02 -3.93 -7.22
C 3.80 -2.63 -7.20
C 5.25 -4.56 -7.77
H 0.50 -1.78 -7.78
H 1.78 -0.71 -8.49
H 0.43 -0.04 -7.52
H 1.54 -1.02 -5.43
H 2.88 -0.31 -6.38
H 1.28 -3.79 -5.38
H 3.07 -5.57 -6.19
H 4.43 -1.90 -7.60
H 6.01 -3.90 -8.24
H 4.92 -5.26 -8.55
H 5.60 -5.10 -6.95
C 2.05 -4.80 3.92
C 0.98 -5.85 3.78
N 0.20 -5.94 5.09
C 0.59 -6.77 6.17
C -0.28 -6.51 7.18
N -1.15 -5.57 6.73
C -0.81 -5.19 5.46
C -2.35 -5.17 7.47
H 2.70 -4.77 3.04
H 2.80 -5.04 4.65
H 1.65 -3.83 4.12
H 1.42 -6.85 3.66
H 0.16 -5.61 3.09
H 1.48 -7.41 5.98
H -0.36 -6.99 8.12
H -1.24 -4.35 4.95
H -2.48 -4.13 7.42
H -2.19 -5.39 8.51
H -3.21 -5.65 6.97
Br -0.72 2.98 1.11
Br 1.02 0.03 -3.11
Br -1.20 -1.62 4.33
```

***

[3]
ORCA calculation (the ωB97M-V functional and the def2-TZVPD basis) on a molecular structure, C29H46CdI2N4SeTe.

HOMO energy = -0.449 Eh
Relative energy (zero: lowest compared OMol25 entry of this formula, charge and spin) = 17.30 kJ/mol
Total charge = +2
DFT total energy = -130173.833 eV
Max |F| = 0.4 eV/Å
Spin multiplicity = 1

Geometry as XYZ:
```
84
C29H46CdI2N4SeTe (the ωB97M-V functional and the def2-TZVPD basis)
Cd 1.49 0.36 -2.04
I 3.93 2.64 -1.54
C 3.66 3.19 -3.55
I 2.27 1.91 -4.54
H 4.59 3.09 -4.09
H 3.25 4.19 -3.61
N -3.27 0.76 -2.03
C -2.87 1.27 -3.38
C -1.36 1.16 -3.50
N -0.79 -0.15 -3.11
C -1.46 -0.88 -2.01
C -2.96 -0.71 -1.96
H -4.26 0.93 -1.86
H -2.72 1.25 -1.30
H -3.18 2.31 -3.46
H -3.40 0.67 -4.11
H -0.92 1.95 -2.90
H -1.08 1.37 -4.53
H -0.75 -0.76 -3.92
H -1.05 -0.54 -1.06
H -1.22 -1.94 -2.11
H -3.36 -1.11 -1.03
H -3.49 -1.18 -2.79
C -2.00 -5.40 -4.00
C -0.98 -4.58 -3.27
C -0.88 -4.61 -1.89
C 0.08 -3.88 -1.19
C 0.13 -4.00 0.31
C 0.98 -3.08 -1.91
Te 2.34 -1.85 -0.83
C 0.94 -3.08 -3.32
C 1.95 -2.35 -4.17
C -0.05 -3.81 -3.97
H -2.77 -5.78 -3.33
H -1.52 -6.27 -4.47
H -2.48 -4.83 -4.80
H -1.56 -5.24 -1.32
H -0.68 -4.63 0.67
H 0.07 -3.02 0.78
H 1.07 -4.45 0.64
H 1.74 -1.28 -4.24
H 1.94 -2.74 -5.18
H 2.96 -2.45 -3.76
H -0.07 -3.82 -5.05
C 3.40 1.10 1.57
C 3.25 2.08 2.73
C 3.07 3.54 2.32
C 1.79 3.84 1.52
N 0.62 3.14 2.07
C -0.13 2.24 1.41
Se -0.25 2.06 -0.46
N -0.97 1.66 2.28
C -1.86 0.54 1.99
C -1.08 -0.77 1.87
C -0.39 -1.19 3.16
C -1.35 -1.73 4.21
C -0.79 2.23 3.54
C -1.42 2.00 4.76
C -1.01 2.78 5.82
C -0.01 3.76 5.67
C 0.62 3.98 4.47
C 0.22 3.18 3.40
H 3.51 0.08 1.92
H 4.30 1.33 0.99
H 2.54 1.12 0.90
H 4.13 2.01 3.37
H 2.41 1.76 3.36
H 3.90 3.86 1.69
H 3.12 4.17 3.20
H 1.87 3.51 0.49
H 1.59 4.91 1.50
H -2.40 0.78 1.08
H -2.59 0.50 2.80
H -0.33 -0.65 1.07
H -1.78 -1.55 1.55
H 0.19 -0.35 3.56
H 0.35 -1.96 2.92
H -2.12 -1.01 4.48
H -0.82 -1.99 5.13
H -1.85 -2.63 3.86
H -2.19 1.26 4.88
H -1.47 2.64 6.79
H 0.27 4.36 6.53
H 1.37 4.75 4.36
```